[1]
The following is a DFT calculation (ωB97M-V with the def2-TZVPD basis set) of a molecular structure, C27H18AsCl3MnNO2S2.

Cartesian coordinates (Å):
As -0.470 -0.042 0.580
Mn 0.115 1.363 -1.180
Cl 3.304 4.708 1.564
Cl 0.552 5.406 2.219
Cl 1.727 6.305 -0.295
S -0.736 0.346 -2.910
S -1.938 2.347 -0.708
O 1.721 0.731 -1.576
O 3.728 0.232 -2.354
N 0.830 2.849 -0.235
C 0.291 0.800 2.148
C 0.192 2.062 4.181
C -0.018 -1.009 -5.075
C 0.233 -3.734 2.396
C -2.959 1.168 0.103
C 1.867 -0.427 -3.664
C 2.201 -1.664 -5.711
C -4.335 1.364 0.179
C -2.391 0.037 0.699
C 2.532 0.217 -2.479
C 1.218 3.800 0.260
C 0.318 -4.613 1.324
C 0.013 -2.796 -0.216
C -0.459 1.443 3.123
C -4.566 -0.746 1.327
C 1.684 0.785 2.216
C -0.073 -1.918 0.859
C -5.128 0.407 0.791
C 0.483 -0.400 -3.915
C 1.682 5.008 0.914
C 1.576 2.037 4.261
C 0.210 -4.147 0.022
C 2.708 -1.066 -4.566
C 0.041 -2.381 2.167
C 0.835 -1.632 -5.962
C 2.324 1.398 3.279
C -3.193 -0.930 1.289
H -5.199 -1.502 1.771
H 2.258 0.294 1.436
H 0.437 -2.093 -6.856
H 0.279 -4.837 -0.808
H -1.541 1.449 3.059
H 3.404 1.382 3.342
H -6.198 0.555 0.841
H -1.084 -0.986 -5.266
H -0.019 -1.685 2.995
H -0.384 2.567 4.947
H -2.740 -1.816 1.717
H 2.872 -2.145 -6.410
H 0.476 -5.668 1.505
H -4.771 2.255 -0.253
H 2.082 2.513 5.091
H 3.766 -1.073 -4.349
H -0.077 -2.415 -1.227
H 0.320 -4.103 3.409

Cartesian forces, eV/Å:
-0.33 -0.56 0.44
-1.50 -0.80 -0.59
-0.21 -0.01 -0.10
0.06 -0.08 -0.14
-0.04 -0.20 0.12
-0.39 -0.44 0.16
0.27 -0.41 -0.03
1.08 0.16 -0.15
0.05 -0.07 0.01
0.49 1.15 0.42
0.00 -0.07 -0.12
0.00 0.08 0.08
-0.05 0.01 0.02
0.03 -0.06 -0.01
0.41 0.17 -0.18
0.07 0.13 -0.08
-0.06 0.01 0.04
-0.25 0.06 0.00
0.13 -0.10 0.09
-0.13 -0.12 0.10
-0.02 -0.29 -0.07
0.01 -0.04 0.03
-0.04 0.20 0.00
-0.07 -0.11 -0.13
-0.06 0.01 -0.05
-0.12 -0.06 -0.05
0.03 0.27 -0.11
-0.10 0.09 -0.06
0.06 0.31 0.07
0.37 0.67 0.35
0.04 -0.01 -0.01
0.00 0.00 -0.06
-0.08 -0.02 0.07
-0.02 0.08 -0.10
0.04 -0.12 -0.09
0.01 0.05 0.01
0.34 0.12 -0.02
-0.01 0.03 0.04
0.06 0.01 0.04
-0.01 0.01 0.01
0.01 0.01 0.00
0.00 0.04 0.04
-0.01 -0.01 0.00
0.01 0.00 -0.02
0.01 0.04 0.00
0.02 -0.05 0.05
-0.01 -0.02 0.00
-0.03 -0.01 0.01
0.00 0.00 0.00
-0.01 0.01 0.01
-0.04 -0.03 -0.01
-0.04 0.02 0.01
0.01 0.02 -0.01
0.02 -0.07 -0.04
0.00 0.01 0.01

Properties
- 2S+1 = 2
- E_HOMO (spin up / spin down) (eV) = -11.443 / -11.442
- lowest unoccupied orbital energy (spin up / spin down) (eV) = -3.8029 / -5.6795
- HOMO-LUMO gap (spin up / spin down) (eV) = 7.640 / 5.763
- calculated total energy (hartree) = -6808.35716
- <S²> = 1.15
- total charge = +1

=====

[2]
The following is a DFT calculation (ωB97M-V with the def2-TZVPD basis set) of a molecular structure, C27H18BeCl5NO2P.

Cartesian coordinates (Å):
Cl 4.101 1.349 5.470
Cl 2.177 -0.666 -0.621
Cl 5.530 0.203 3.206
Cl 3.277 -1.220 4.372
Cl 4.542 0.195 -5.411
P -0.765 0.161 0.753
O 1.524 2.706 -0.317
O 1.707 0.420 0.187
N 2.344 1.533 2.356
C 0.835 -1.500 -1.117
C 2.819 0.045 -1.916
C -3.984 -0.866 3.086
C -3.081 3.232 -0.499
C 3.702 0.454 -3.936
C -1.847 1.168 -0.314
C 3.048 1.620 -3.578
C 3.061 1.031 3.086
C -1.468 -2.231 -0.618
C 0.736 -2.309 -2.248
C -1.974 -1.565 4.210
C -3.230 -0.370 2.031
C -3.526 2.849 -1.759
C -0.306 -3.191 -2.456
C 3.981 0.360 4.023
C -0.405 -1.375 -0.416
C -1.216 -1.068 3.164
C 3.612 -0.499 -2.902
C -3.126 1.637 -2.297
C 2.517 1.440 -2.280
C -3.359 -1.460 4.171
C -2.286 0.794 -1.580
C 1.956 2.511 -1.514
C 3.093 -1.673 -0.074
C -1.411 -3.188 -1.622
C -1.842 -0.469 2.069
C -2.236 2.401 0.215
Be 1.311 1.612 0.960
H -2.249 -3.846 -1.806
H 2.996 2.528 -4.160
H 1.909 3.437 -2.097
H -3.951 -1.845 4.990
H -2.348 -2.121 0.004
H -4.179 3.502 -2.321
H 1.531 -2.213 -2.982
H -5.063 -0.786 3.059
H 4.169 -1.418 -2.796
H -3.718 0.093 1.183
H -1.876 2.704 1.193
H -1.489 -2.030 5.059
H -1.978 -0.148 -2.012
H -0.134 -1.147 3.186
H -3.470 1.339 -3.279
H 3.692 -2.470 0.299
H -0.266 -3.835 -3.324
H -3.388 4.181 -0.080

Cartesian forces, eV/Å:
0.00 0.02 0.02
7.37 -7.51 1.60
0.02 0.01 0.00
-0.01 0.00 0.01
0.06 0.00 0.02
-0.23 -0.22 -0.38
-0.07 -0.51 0.74
-0.36 0.37 0.17
-0.40 0.17 -0.03
-6.42 -0.40 -0.80
0.06 3.91 -2.22
-0.02 0.03 -0.01
0.02 0.02 0.01
-0.01 0.37 0.01
-0.01 -0.12 0.04
0.25 -0.08 -0.10
0.03 0.11 0.12
0.05 -0.20 0.00
1.80 0.31 -0.15
0.01 0.00 0.01
0.03 -0.04 0.02
-0.03 0.02 0.00
-0.19 0.13 -0.11
-0.01 -0.01 -0.08
1.09 1.92 1.72
-0.04 0.03 -0.04
0.05 -0.38 0.45
0.03 -0.02 -0.02
-1.22 -0.16 1.75
0.00 -0.03 0.00
-0.02 0.06 0.04
0.14 0.19 -0.69
-1.13 1.59 -0.49
0.01 0.10 0.04
-0.01 -0.16 -0.16
0.03 -0.05 -0.04
-0.44 1.28 -1.23
0.04 -0.07 0.07
0.06 0.01 0.00
0.06 -0.06 -0.08
0.00 0.01 0.00
-0.05 -0.03 -0.08
-0.01 -0.01 0.00
0.05 -0.38 0.03
0.00 0.00 0.00
-0.30 -0.21 -0.33
-0.01 0.01 0.01
-0.04 0.03 0.01
0.00 -0.01 -0.01
-0.02 0.00 -0.02
0.00 -0.01 0.04
0.01 0.01 -0.01
-0.21 -0.05 0.17
-0.03 0.00 0.00
0.01 0.00 0.00

Properties
- E_HOMO (eV) = -10.403
- lowest unoccupied orbital energy (eV) = -3.2627
- HOMO-LUMO gap (eV) = 7.140
- calculated total energy (hartree) = -3901.31387
- total charge = +1

=====

[3]
The following is a DFT calculation (ωB97M-V with the def2-TZVPD basis set) of a molecular structure, C27H18Br2ClF6MnN7O2Sb.

Cartesian coordinates (Å):
Sb -2.749 2.096 -2.580
Br -0.819 -1.879 4.229
Br -0.277 2.956 7.093
Mn -0.525 -0.103 0.037
Cl 2.000 4.689 -4.547
F -1.460 1.370 -0.333
F -1.958 1.469 -4.412
F -4.189 1.817 -1.104
F -1.266 3.929 -2.094
F -2.837 0.110 -2.501
F -4.432 1.923 -3.620
O -0.438 -0.103 1.887
O 1.017 0.872 -0.239
N -2.221 -1.030 0.167
N -4.245 -2.014 -0.727
N -5.930 -2.603 -2.113
N 0.236 -2.078 0.041
N -0.135 2.647 1.801
N -0.350 -0.538 -1.892
N -5.527 -0.355 -1.777
C 1.220 1.700 -1.218
C 0.154 4.739 2.894
C -0.426 0.608 2.982
C -0.355 2.051 5.425
C 0.680 1.508 -2.527
C 2.068 2.812 -1.032
C -5.213 -1.615 -1.546
C -0.246 2.043 2.993
C -0.573 0.703 5.427
C -0.591 0.000 4.222
C 0.046 4.153 4.123
C 0.933 2.437 -3.549
C -0.183 2.764 4.218
C 0.032 3.942 1.741
C 1.714 3.533 -3.301
C 0.692 -4.215 0.996
C -0.270 -4.113 -1.197
C 2.297 3.713 -2.039
C -0.208 -2.712 -1.081
C 0.047 0.271 -2.819
C -1.264 -3.838 -3.379
C 0.221 -4.868 -0.110
C -3.230 -1.394 -0.294
C -0.607 -1.887 -2.155
C -0.819 -4.661 -2.378
C 0.673 -2.812 1.037
C -1.137 -2.440 -3.292
H 0.460 2.297 -4.513
H 2.923 4.577 -1.869
H 0.069 4.378 0.748
H 0.325 5.802 2.803
H 1.063 -4.760 1.851
H -1.708 -4.266 -4.268
H -0.721 0.176 6.358
H 0.121 4.744 5.026
H -4.925 0.394 -1.428
H -6.149 -0.089 -2.522
H -1.492 -1.801 -4.089
H -6.696 -2.403 -2.728
H 1.038 -2.286 1.909
H -0.901 -5.736 -2.466
H 2.502 2.952 -0.052
H 0.223 -5.948 -0.176
H 0.011 -0.053 -3.854
H -5.727 -3.550 -1.852

Cartesian forces, eV/Å:
-1.46 -1.82 -1.16
-0.08 -0.05 0.22
-0.03 -0.02 -0.04
0.39 0.99 0.25
0.05 0.20 -0.15
0.12 -0.29 -0.28
0.08 0.93 1.35
1.13 0.64 -0.32
-1.15 -1.24 -0.36
0.26 0.84 0.29
0.98 0.75 0.44
0.34 -0.35 -0.70
0.19 -0.83 0.73
-0.65 -0.12 -0.17
-0.22 -0.62 0.01
-0.01 0.09 -0.05
-0.07 -0.12 0.04
0.00 0.10 -0.46
0.00 0.24 -0.11
-0.04 -0.30 0.03
-0.15 0.54 -1.04
-0.02 0.12 0.14
-0.13 0.61 0.76
-0.03 -0.16 0.23
0.06 0.17 0.60
-0.10 -0.16 0.33
-0.09 0.39 0.01
0.04 -0.21 0.28
0.10 0.29 0.23
0.07 -0.11 -0.94
-0.02 0.08 -0.07
0.06 0.12 -0.08
-0.03 -0.18 -0.30
0.00 -0.20 0.16
-0.08 -0.32 0.11
-0.02 -0.32 -0.19
0.07 0.26 0.00
-0.09 -0.09 -0.13
-0.02 -0.28 -0.29
0.23 -0.12 0.18
0.13 -0.26 0.03
0.01 0.22 0.12
0.43 0.16 0.03
-0.12 -0.52 -0.10
-0.10 0.02 -0.12
0.15 0.42 0.17
-0.05 0.38 0.25
0.03 -0.02 -0.02
0.01 0.01 0.03
0.03 0.03 -0.03
-0.02 0.03 -0.02
0.05 0.03 0.02
0.01 -0.01 -0.01
0.03 -0.03 0.00
0.01 -0.02 0.00
0.08 0.25 -0.01
-0.01 -0.10 -0.03
-0.02 0.02 -0.01
-0.04 -0.03 0.06
-0.17 0.08 0.03
0.00 -0.02 -0.02
0.01 0.00 0.02
-0.04 -0.04 0.08
-0.09 -0.03 0.00
0.04 0.00 -0.04

Properties
- 2S+1 = 5
- E_HOMO (spin up / spin down) (eV) = -7.781 / -7.790
- lowest unoccupied orbital energy (spin up / spin down) (eV) = -1.7203 / -2.5957
- HOMO-LUMO gap (spin up / spin down) (eV) = 6.061 / 5.194
- calculated total energy (hartree) = -9172.28290
- <S²> = 6.08

=====

[4]
The following is a DFT calculation (ωB97M-V with the def2-TZVPD basis set) of a molecular structure, C27H18ClInN5O6.

Cartesian coordinates (Å):
In -3.455 10.219 16.405
Cl -6.822 5.855 19.091
O -5.065 11.339 16.727
O 5.077 5.263 16.031
O -9.014 8.016 19.006
O -8.416 10.062 19.671
O -1.430 10.406 16.652
O -7.137 11.518 17.565
N 1.256 8.405 12.164
N -4.965 7.563 17.966
N 2.365 7.795 12.097
N -2.818 9.366 14.555
N -4.855 8.845 17.545
C -6.141 10.900 17.409
C -8.225 8.891 19.068
C 3.012 7.157 13.181
C 4.437 5.835 15.024
C -1.547 8.211 12.375
C 3.060 5.663 15.032
C -1.391 7.066 18.863
C -3.680 6.915 18.077
C -3.518 8.793 13.565
C 0.624 9.913 15.575
C -6.158 7.400 18.608
C -1.059 5.902 18.170
C -0.744 8.830 13.367
C 5.147 6.508 14.019
C 6.450 5.215 16.078
C -5.947 9.491 17.854
C -0.750 9.934 15.626
C 4.421 7.189 13.068
C -2.938 8.182 12.479
C -2.030 5.339 17.336
C -2.687 7.584 18.825
C 1.282 9.325 14.487
C -3.317 5.838 17.299
C 0.658 8.768 13.374
C -6.823 8.637 18.526
C -1.426 9.364 14.496
C 2.343 6.351 14.076
H -3.571 7.845 11.711
H 6.855 4.669 15.209
H -1.813 4.425 16.754
H -2.831 8.504 19.291
H -7.713 10.715 19.292
H 6.856 6.209 16.241
H 1.256 6.363 13.995
H -0.050 5.501 18.236
H 6.632 4.620 16.979
H 6.271 6.519 13.941
H -3.959 5.313 16.632
H -0.625 7.693 19.348
H 2.388 9.341 14.455
H -1.052 7.758 11.532
H 4.858 7.666 12.262
H 2.498 4.966 15.719
H 1.268 10.280 16.340
H -4.650 8.794 13.667

Cartesian forces, eV/Å:
0.55 -0.67 0.21
1.13 1.50 -0.28
-0.88 0.63 0.33
-1.44 -0.75 0.86
-1.16 -0.70 0.16
1.62 1.42 -1.11
-1.12 0.42 0.79
-0.91 0.61 0.59
2.26 -1.05 -0.37
0.54 0.34 0.33
-1.74 0.92 -0.52
0.51 -0.62 -0.90
1.05 -0.12 -0.57
2.38 -0.50 -1.37
1.45 0.18 -0.12
0.86 0.59 -1.17
0.89 -0.23 -0.02
-0.62 0.20 0.16
-1.54 -0.44 0.02
0.11 0.61 -0.12
0.89 0.41 0.28
-1.74 0.49 1.38
0.13 -0.57 -0.73
-1.01 -0.12 -0.62
-0.32 0.29 -0.32
-1.46 -0.67 0.50
0.88 0.48 -0.33
1.02 -0.81 0.58
-1.33 -0.45 0.85
0.25 -0.63 -0.97
-1.86 -1.44 1.83
1.86 0.82 0.28
0.93 -0.85 0.56
0.44 -1.97 -1.16
1.19 -0.25 -1.22
0.06 -0.34 -0.01
-0.12 0.87 1.42
-0.45 -0.47 0.51
-0.73 0.30 0.14
-0.32 0.45 0.18
-0.48 -0.72 -0.82
0.13 0.48 0.25
-0.03 0.72 0.33
-0.69 1.31 0.87
-1.90 -1.18 0.94
0.39 0.10 -0.34
0.24 -0.45 0.27
-0.25 0.04 -0.11
0.38 0.12 -0.24
-1.50 -0.13 0.40
-0.95 0.02 -0.23
-0.38 -0.70 -0.03
-0.77 0.03 0.28
0.08 -0.01 -0.18
0.79 0.99 -1.43
1.20 0.94 -0.59
-0.08 0.42 0.67
1.58 0.14 -0.09

Properties
- E_HOMO (eV) = -10.270
- lowest unoccupied orbital energy (eV) = -4.0268
- HOMO-LUMO gap (eV) = 6.243
- calculated total energy (hartree) = -2414.97545
- total charge = +1